(1)
ORCA calculation (ωB97M-V/def2-TZVPD) on C27H55AlFO2 as an isolated structure.

Structure (XYZ):
```
86
C27H55AlFO2 | the Open Molecules 2025 dataset | ωB97M-V/def2-TZVPD
C 5.7097 0.5950 3.4624
C 6.6625 1.5041 2.6834
C 5.9719 2.1321 1.4511
C 6.8348 1.9764 0.2010
C 6.7542 0.5254 -0.3678
C 6.2591 0.5542 -1.7991
C 6.0274 -0.8105 -2.4640
C 5.3568 -1.8813 -1.5951
C 3.8264 -1.9037 -1.6856
C 3.3123 -3.3088 -1.3525
C 1.8001 -3.4563 -1.5756
C 0.9724 -3.3165 -0.2680
C -0.0480 -2.1706 -0.3970
C -1.2752 -2.6410 -1.1940
C -2.2928 -3.3100 -0.2564
C -3.0869 -2.2580 0.5070
C -4.0302 -2.8757 1.5525
C -4.1077 -2.1011 2.8738
C -4.1720 -0.5636 2.7855
C -5.2321 0.0117 1.8057
C -4.5755 0.8894 0.7650
O -4.0744 2.0746 1.3676
Al -3.4828 2.9367 -0.1287
C -3.6238 4.9660 -0.0608
C -3.1597 5.6321 -1.3820
C -1.6702 5.9205 -1.3631
F -0.9117 4.8100 -1.6917
O -4.8205 2.2571 -1.1856
C -5.5161 1.3413 -0.3702
C -6.0878 0.1868 -1.2120
C -7.5492 -0.0921 -0.8518
H 6.0000 0.5022 4.5067
H 5.7033 -0.4140 3.0572
H 4.6850 0.9549 3.4409
H 6.9511 2.3062 3.3575
H 7.5194 0.9226 2.3681
H 5.7135 3.1729 1.6214
H 5.0312 1.6163 1.2812
H 6.4256 2.6364 -0.5636
H 7.8649 2.2857 0.3577
H 7.7379 0.0730 -0.2835
H 6.0594 0.0001 0.2750
H 5.3833 1.1849 -1.9068
H 7.0352 1.0541 -2.3809
H 6.9332 -1.2166 -2.9042
H 5.3567 -0.6362 -3.3030
H 5.6927 -2.8463 -1.9681
H 5.6554 -1.8488 -0.5513
H 3.3749 -1.2253 -0.9666
H 3.5196 -1.7027 -2.7091
H 3.5152 -3.4927 -0.2980
H 3.8484 -4.0528 -1.9374
H 1.6047 -4.4539 -1.9614
H 1.4277 -2.7367 -2.2962
H 1.6366 -3.1071 0.5679
H 0.4236 -4.2291 -0.0625
H 0.3939 -1.3238 -0.9142
H -0.3317 -1.8299 0.5934
H -0.9680 -3.3282 -1.9766
H -1.7627 -1.7557 -1.5961
H -1.7583 -3.9057 0.4879
H -2.9685 -3.9718 -0.7945
H -2.4182 -1.5542 0.9823
H -3.6762 -1.7322 -0.2308
H -3.6832 -3.8900 1.7315
H -5.0317 -2.9146 1.1309
H -3.2203 -2.3672 3.4523
H -4.9801 -2.4125 3.4433
H -4.4316 -0.2163 3.7814
H -3.2062 -0.1290 2.5503
H -5.8460 0.6975 2.3801
H -5.8384 -0.7684 1.3589
H -3.6986 0.4563 0.2660
H -2.1395 2.3261 -0.7533
H -3.0649 5.3406 0.7944
H -4.6911 5.1533 0.0375
H -3.6848 6.5841 -1.4838
H -3.3945 4.9996 -2.2354
H -1.4262 6.7393 -2.0464
H -1.4080 6.2419 -0.3568
H -6.3504 1.9030 0.0765
H -6.0374 0.5089 -2.2444
H -5.5105 -0.7300 -1.0958
H -7.6369 -0.5333 0.1351
H -7.9693 -0.7831 -1.5818
H -8.1305 0.8240 -0.8870
```

Its total energy is -1554.64530 Eh. The HOMO-LUMO gap is 6.988 eV. Its LUMO energy is 2.46 eV. Its max |F| is 1.4 eV/Å. As for the net charge: -1. Its highest occupied orbital energy is -4.53 eV.


(2)
ORCA calculation (ωB97M-V/def2-TZVPD) on a 8-piece molecular cluster, C27H55BCl14IO2 overall.

Structure (XYZ):
```
100
C27H55BCl14IO2 | the Open Molecules 2025 dataset | ωB97M-V/def2-TZVPD
C -1.8761 -2.9066 5.5591
C -2.3075 -4.2558 5.0677
O -3.3039 -4.8175 5.4246
O -1.4557 -4.8053 4.1537
C -2.0687 -5.0869 2.8776
C -2.0677 -3.8726 1.9341
C -3.4664 -3.4941 1.3987
C -3.8267 -2.0244 1.6373
C -3.3541 -1.0363 0.5473
C -2.0714 -1.3450 -0.2360
C -2.0499 -0.4777 -1.5223
C -0.6493 -0.1298 -2.0550
B -0.0551 1.3273 -1.5638
C -0.1914 1.5680 0.0787
C 1.1417 1.6215 0.8039
C 1.0960 2.0695 2.2733
I 2.1660 -0.2868 0.6827
H -0.7920 -2.8503 5.6581
H -2.3919 -2.6630 6.4865
H -2.1625 -2.1734 4.7957
H -1.5148 -5.9233 2.4473
H -3.0855 -5.4439 3.0704
H -1.6365 -3.0214 2.4727
H -1.3674 -4.0784 1.1199
H -4.2074 -4.1383 1.8850
H -3.5369 -3.7035 0.3258
H -3.4686 -1.7001 2.6225
H -4.9203 -1.9459 1.6822
H -3.2086 -0.0607 1.0269
H -4.1643 -0.9202 -0.1828
H -1.1755 -1.1077 0.3482
H -2.0338 -2.3995 -0.5341
H -2.6537 -1.0105 -2.2735
H -2.6044 0.4345 -1.2608
H -0.7273 -0.0975 -3.1545
H 0.0433 -0.9631 -1.8494
H -0.6156 2.2200 -2.1945
H 1.1607 1.3710 -1.8238
H -0.8624 0.8589 0.5877
H -0.6136 2.5702 0.2728
H 1.7821 2.2894 0.2263
H 1.6683 1.3939 2.9069
H 1.5116 3.0761 2.3820
H 0.0597 2.0818 2.6251
Cl 2.0868 1.2493 5.6431
C 2.1111 -0.5231 5.8312
C 1.2822 -1.2232 4.7815
Cl -0.4646 -0.9153 4.9743
H 1.7741 -0.7551 6.8386
H 3.1475 -0.8397 5.7213
H 1.4305 -2.2987 4.8693
H 1.5563 -0.9107 3.7748
Cl -3.7100 2.1188 -2.9890
C -4.0390 2.2521 -4.7323
C -3.1309 1.3422 -5.5201
Cl -1.4389 1.8784 -5.4180
H -3.9049 3.2907 -5.0264
H -5.0781 1.9684 -4.8984
H -3.4134 1.3448 -6.5724
H -3.1741 0.3248 -5.1370
Cl -2.3063 2.7798 -8.8914
C -0.6107 2.2263 -8.7942
C -0.0158 1.9897 -10.1570
Cl -0.7546 0.5919 -10.9911
H -0.5910 1.3298 -8.1804
H -0.0505 3.0033 -8.2777
H 1.0450 1.7699 -10.0532
H -0.1419 2.8560 -10.8015
Cl 3.4299 -4.2875 1.7811
C 4.6082 -3.1079 1.1560
C 5.9751 -3.2984 1.7596
Cl 6.0169 -2.8819 3.4965
H 4.2268 -2.1068 1.3441
H 4.6637 -3.2583 0.0788
H 6.6853 -2.6414 1.2605
H 6.3125 -4.3276 1.6653
Cl -2.7094 1.6436 3.7091
C -2.7637 2.2384 5.3813
C -3.6205 1.3745 6.2707
Cl -5.3554 1.4865 5.8633
H -3.1203 3.2655 5.3627
H -1.7392 2.2237 5.7535
H -3.5183 1.6992 7.3049
H -3.3320 0.3290 6.1957
Cl 3.2484 2.4477 -8.3378
C 3.9512 1.6957 -6.8754
C 3.2279 0.4397 -6.4648
Cl 1.5942 0.7691 -5.8553
H 3.9244 2.4387 -6.0827
H 4.9876 1.4634 -7.1148
H 3.7810 -0.0298 -5.6518
H 3.1495 -0.2630 -7.2913
Cl 4.9590 2.5753 2.8816
C 5.5361 3.6007 1.5429
C 4.8345 4.9367 1.5125
Cl 3.1246 4.7714 1.0555
H 5.3865 3.0526 0.6156
H 6.6032 3.7549 1.6990
H 5.3027 5.5853 0.7733
H 4.8780 5.4186 2.4864
```

Its total energy is -7977.49945 Eh. The HOMO-LUMO gap is 7.019 eV. Its LUMO energy is 2.04 eV. Its max |F| is 3.8 eV/Å. As for the net charge: -1. Its highest occupied orbital energy is -4.98 eV.